Entry 1:
C6H12O4 | ωB97M-V/def2-TZVPD

Output
Total charge: 0
E_tot, eV: -14604.0359
Strongest force on any atom, eV/A: 7.322
Relative energy (zero: lowest compared OMol25 entry of this formula, charge and spin), kJ/mol: 306.5
SMILES: Oc1ccccc1.O.O.O
Orbital gap, eV: 9.12

Last column: Löwdin charge in e.
Cartesian coordinates (Å):
C: -1.33462 -1.13945 2.44312  -0.129
C: -1.38921 0.24348 2.30394  -0.071
C: -1.07251 0.84046 1.05245  -0.038
C: -1.02598 0.05283 -0.10862  -0.321
O: -1.53504 0.60809 -1.24835  0.000
C: -0.99247 -1.38518 0.08750  -0.009
C: -1.11985 -1.96757 1.38441  -0.073
H: -1.31230 -1.46667 3.46462  0.099
H: -1.53317 0.92597 3.10171  0.088
H: -1.35546 1.90185 1.01535  0.111
H: -1.59500 1.62286 -1.37059  0.160
H: -1.01961 -1.94960 -0.86095  0.116
H: -1.25498 -2.97285 1.70443  0.099
H: 2.08130 1.08148 -0.36500  0.018
H: 3.00058 2.08686 0.32201  -0.032
O: 2.72008 1.79981 -0.46800  -0.002
H: 1.56536 -1.36112 -0.91288  0.000
H: 2.69046 -0.99951 -0.29971  -0.071
O: 2.37186 -1.74141 -0.61635  0.036
H: 0.35141 1.96922 -3.17143  0.029
H: 1.56234 0.74651 -3.37035  0.112
O: 1.24647 1.65195 -2.94656  -0.120

Entry 2:
C6H12OS | ωB97M-V/def2-TZVPD

Output
Total charge: 0
E_tot, eV: -19298.6493
Strongest force on any atom, eV/A: 2.394
Relative energy (zero: lowest compared OMol25 entry of this formula, charge and spin), kJ/mol: 71.1
SMILES: C[C@@H]1C[C@@H](S)[C@H](C)O1
Orbital gap, eV: 9.90

Last column: Löwdin charge in e.
Cartesian coordinates (Å):
C: -2.31914 -0.85117 0.79210  -0.032
C: -1.46150 -0.77213 -0.49510  -0.402
C: -0.12508 -1.33537 -0.23725  -0.222
C: 0.60649 -0.17718 0.35322  -0.586
C: 0.00597 1.03605 -0.43661  -0.390
C: -0.19666 2.33109 0.37455  -0.025
H: -2.04492 -1.74258 1.39073  0.075
H: -2.25087 0.05750 1.46484  0.092
H: -3.41299 -0.93911 0.47843  0.093
H: -2.03106 -1.17664 -1.32365  0.145
H: -0.19649 -2.26990 0.35004  0.135
H: 0.28703 -1.58636 -1.20234  0.107
H: 0.40688 -0.04805 1.39589  0.109
H: 2.60454 -0.60889 1.25597  -0.176
H: 0.57853 1.24268 -1.33608  0.131
H: -0.72084 3.07290 -0.21563  0.075
H: -0.88424 2.16273 1.19218  0.067
H: 0.73168 2.77335 0.78806  0.090
O: -1.25874 0.57778 -0.80830  -0.088
S: 2.37139 -0.43422 0.00766  0.803

Entry 3:
C6H12OS | ωB97M-V/def2-TZVPD

Output
Total charge: 0
E_tot, eV: -19294.2196
Strongest force on any atom, eV/A: 3.764
Relative energy (zero: lowest compared OMol25 entry of this formula, charge and spin), kJ/mol: 498.5
Orbital gap (spin up / spin down), eV: 9.49 / 6.06

Last column: Löwdin charge in e.
Cartesian coordinates (Å):
C: 2.59448 -0.59407 0.76786  -0.032
C: -1.12096 -0.58197 1.28142  -0.088
C: -0.88136 1.82739 0.72701  -0.121
C: 0.22527 -1.29782 -1.26505  -0.162
C: -1.18187 0.37536 0.11571  -0.440
C: -0.15655 0.11077 -0.98372  -0.739
O: 2.97851 -1.43222 -0.01876  -0.031
S: 0.62134 1.31656 -1.82138  0.819
H: 3.45070 -0.02810 1.45629  0.110
H: -1.37933 -1.56619 1.05099  0.052
H: -0.15749 -0.58435 1.80308  0.078
H: -1.87580 -0.17859 1.94926  0.076
H: 0.29355 1.73698 0.95498  0.102
H: -1.60056 2.12175 1.53418  0.074
H: -0.87765 2.67596 -0.08036  0.062
H: 1.02461 -1.65873 -0.50275  0.062
H: -0.65102 -1.95270 -1.35421  0.080
H: 0.63244 -1.45441 -2.28923  0.073
H: -2.10347 0.46018 -0.40169  0.118
H: 0.16518 0.70421 -2.92363  -0.097

Entry 4:
C6H12OS | ωB97M-V/def2-TZVPD

Output
Total charge: 0
E_tot, eV: -19295.5066
Strongest force on any atom, eV/A: 2.911
Relative energy (zero: lowest compared OMol25 entry of this formula, charge and spin), kJ/mol: 374.3
Orbital gap, eV: 9.93

Last column: Löwdin charge in e.
Cartesian coordinates (Å):
C: -3.15349 2.79201 -0.85871  0.074
C: 2.03307 0.52089 0.28084  -0.384
C: -3.05580 1.61273 -0.98385  -0.233
C: 2.81465 -0.55875 -0.41841  -0.180
C: -3.04460 0.15531 -0.88068  -0.137
C: 0.68379 -1.38745 1.67189  -0.269
O: 0.12834 -0.96690 -0.71994  -0.585
S: 0.29012 -0.09320 0.48807  0.880
H: 1.94295 1.24544 -0.50676  0.073
H: -3.12909 3.85114 -0.94842  0.016
H: 2.35730 0.93490 1.21201  0.075
H: 3.47542 -0.18630 -1.24962  0.087
H: 2.06670 -1.23520 -0.89107  0.054
H: 3.48368 -1.13261 0.36039  0.107
H: -1.99950 -0.34691 -1.05895  0.063
H: -3.26557 0.00564 0.19096  0.074
H: -3.80924 -0.37315 -1.56437  0.101
H: 1.42225 -2.04769 1.17741  0.059
H: 0.90631 -0.80031 2.60690  0.063
H: -0.14728 -1.98960 2.09232  0.062

Entry 5:
C6H12S | ωB97M-V/def2-TZVPD

Output
Total charge: 0
E_tot, eV: -17246.7995
Strongest force on any atom, eV/A: 4.385
Relative energy (zero: lowest compared OMol25 entry of this formula, charge and spin), kJ/mol: 463.3
Orbital gap, eV: 8.04

Last column: Löwdin charge in e.
Cartesian coordinates (Å):
C: -0.87760 0.44171 -1.52958  -0.042
C: -1.09032 0.71817 -0.22307  -0.268
C: 0.79673 -0.72659 0.38954  -0.492
C: -2.29543 0.12830 0.52374  -0.079
C: 0.30333 -2.09702 0.07626  -0.212
C: 2.48360 1.55639 0.50455  -0.348
S: 2.13237 -0.05942 -0.33634  0.828
H: -1.40773 -0.24927 -2.16331  0.062
H: -0.10072 0.81051 -2.13268  0.029
H: -0.69164 1.63205 0.16324  0.087
H: -2.79733 0.99290 0.90930  0.074
H: -1.99601 -0.29560 1.37721  0.018
H: -2.76964 -0.64634 -0.03840  0.076
H: 0.60619 -2.50728 -0.82919  0.036
H: -0.65679 -2.29009 0.36260  0.018
H: 0.70445 -2.81271 0.93914  0.136
H: 3.49773 1.63763 0.30476  -0.022
H: 2.39345 1.56710 1.67243  0.091
H: 1.76537 2.19956 0.02979  0.009

Entry 6:
C6H12S2 | ωB97M-V/def2-TZVPD

Output
Total charge: 0
E_tot, eV: -28085.5303
Strongest force on any atom, eV/A: 0.956
Relative energy (zero: lowest compared OMol25 entry of this formula, charge and spin), kJ/mol: 170.9
SMILES: C=CC=C.CSSC
Orbital gap, eV: 8.41

Last column: Löwdin charge in e.
Cartesian coordinates (Å):
C: 1.70342 0.40671 2.90461  0.009
C: 2.01356 -0.46133 1.94210  -0.223
C: 2.52891 -0.04369 0.64347  -0.220
C: 2.99693 -0.86466 -0.29440  0.006
H: 1.79556 1.47082 2.71298  0.061
H: 1.40975 0.12909 3.90482  0.054
H: 2.00478 -1.52755 2.14855  0.105
H: 2.48261 1.02703 0.46823  0.105
H: 3.27304 -0.49091 -1.27279  0.054
H: 3.01314 -1.94469 -0.21964  0.060
C: -0.79567 -0.44910 0.16827  -0.513
S: -2.52049 -0.49779 -0.44231  0.425
S: -2.22781 0.94892 -1.92936  0.433
C: -3.80667 0.88377 -2.78087  -0.507
H: -0.13766 -0.65976 -0.66621  0.016
H: -0.62067 0.53731 0.59224  0.023
H: -0.70785 -1.15816 0.98513  0.029
H: -4.63047 0.82236 -2.06967  0.026
H: -3.86498 1.82401 -3.32426  0.025
H: -3.90944 0.04760 -3.47088  0.031

Entry 7:
C6H13BrNO6P | ωB97M-V/def2-TZVPD

Output
Total charge: 0
E_tot, eV: -99532.2768
Strongest force on any atom, eV/A: 9.386
Relative energy (zero: lowest compared OMol25 entry of this formula, charge and spin), kJ/mol: 512.6
SMILES: C[C@@H](O)CNCCOOC(=O)OP(O)Br
Orbital gap, eV: 8.83

Last column: Löwdin charge in e.
Cartesian coordinates (Å):
C: 3.08345 -0.40344 0.96093  -0.085
C: 2.16277 -1.29195 -0.06370  -0.360
O: 0.90852 -1.75325 0.61609  -0.129
C: 1.89981 -0.61343 -1.53242  -0.181
N: 1.56494 0.86075 -1.51107  -0.105
C: 0.12611 1.13637 -1.13518  -0.180
C: -0.09170 1.77887 0.35877  -0.091
O: -0.73743 0.80034 1.29536  -0.185
O: -1.81485 1.31742 1.81880  -0.018
C: -2.94912 0.35169 1.77006  -0.268
O: -4.16891 0.60878 2.30713  -0.031
O: -2.80042 -0.98401 1.12171  -0.314
P: -4.23913 -1.13895 0.13825  0.631
O: -4.10728 0.18015 -1.02574  -0.374
Br: -4.23764 -3.06447 -1.07584  0.215
H: 3.15271 -0.95248 2.01876  0.103
H: 4.17135 -0.33953 0.48399  0.099
H: 2.60042 0.67970 1.09292  0.070
H: 2.77264 -2.29747 -0.26988  0.145
H: 0.84495 -1.28931 1.52462  0.104
H: 0.94727 -1.16110 -1.99847  0.135
H: 2.79993 -0.90288 -2.24020  0.127
H: 2.24874 1.43100 -0.96742  0.097
H: -0.59712 0.21231 -1.26116  0.129
H: -0.26972 1.95051 -1.91340  0.127
H: 0.87022 2.23156 0.85016  0.128
H: -0.85285 2.68852 0.22633  0.149
H: -3.28766 -0.03569 -1.58941  0.063

Entry 8:
C6H13CdO3 | ωB97M-V/def2-TZVPD

Output
Total charge: +2
E_tot, eV: -17108.8087
Strongest force on any atom, eV/A: 6.805
<S²>: 0.830
2S+1: 2
Relative energy (zero: lowest compared OMol25 entry of this formula, charge and spin), kJ/mol: 736.7
Orbital gap (spin up / spin down), eV: 6.70 / 5.69

Last column: Mulliken spin population.
Cartesian coordinates (Å):
C: -1.08857 1.65905 3.06910  0.165
O: -0.94327 2.38548 1.95630  0.064
C: 0.18528 2.12731 1.11284  -0.008
C: -0.23282 1.29740 -0.07794  0.016
O: -0.84270 0.06423 0.32956  0.010
Cd: -1.95375 -0.17554 1.91606  -0.238
H: -0.18188 1.22851 3.51604  0.005
H: -1.89912 2.01952 3.70927  0.006
H: 0.98717 1.64004 1.68323  -0.001
H: 0.54368 3.09993 0.75797  0.003
H: 0.67618 1.10133 -0.65697  0.000
H: -1.00289 1.81979 -0.65978  -0.004
C: -0.43830 -1.15568 -0.28463  0.254
C: 0.51771 -2.20603 -0.66015  0.067
O: 0.52897 -0.89078 -1.77212  0.518
C: 0.93754 -1.32984 -3.04179  -0.007
H: -1.36322 -1.75343 -0.40380  -0.005
H: 0.76551 -1.19763 0.42548  0.042
H: 0.09425 -3.06044 -0.09507  0.043
H: 0.72252 -0.52359 -3.75105  0.030
H: 2.01775 -1.54649 -3.04762  0.005
H: 0.36967 -2.22081 -3.35555  0.015
H: 1.60028 -2.38233 -0.66938  0.020

Entry 9:
C6H13GaO4 | ωB97M-V/def2-TZVPD

Output
Total charge: +1
E_tot, eV: -66989.8203
Strongest force on any atom, eV/A: 2.431
<S²>: 0.753
2S+1: 2
Relative energy (zero: lowest compared OMol25 entry of this formula, charge and spin), kJ/mol: 0.0
Orbital gap (spin up / spin down), eV: 8.40 / 10.00

Last column: Mulliken spin population.
Cartesian coordinates (Å):
C: -0.46851 -2.95023 -1.04381  0.010
O: 0.07827 -2.15673 0.01354  0.071
C: 0.57141 -2.83066 1.09477  0.862
H: -1.28694 -3.56222 -0.64324  -0.012
H: -0.85407 -2.24919 -1.79109  0.001
H: 0.30445 -3.60345 -1.47047  0.001
H: 0.96725 -2.19154 1.88102  0.031
H: 0.99616 -3.80564 0.85464  0.008
H: -0.33664 1.85491 1.87047  0.000
O: 1.44186 -0.15087 1.32160  0.007
C: 1.71701 1.18010 1.59699  -0.001
C: 0.53691 2.06841 1.20487  0.000
O: 0.20217 1.68910 -0.12491  0.003
C: -1.07083 2.07287 -0.63233  0.001
C: -1.33361 1.16199 -1.83014  -0.001
O: -1.08843 -0.16561 -1.51320  0.007
Ga: 0.28178 -0.28052 -0.18791  0.010
H: 2.61464 1.53542 1.04645  0.000
H: 1.91736 1.35724 2.67277  0.000
H: 0.78051 3.14131 1.25378  0.001
H: -1.06961 3.13940 -0.90781  0.000
H: -1.82927 1.90497 0.15210  0.000
H: -0.69158 1.50596 -2.66864  0.000
H: -2.38029 1.33498 -2.14945  0.001

Entry 10:
C6H13IN | ωB97M-V/def2-TZVPD

Output
Total charge: +1
E_tot, eV: -16011.1763
Strongest force on any atom, eV/A: 4.106
Relative energy (zero: lowest compared OMol25 entry of this formula, charge and spin), kJ/mol: 513.1
Orbital gap, eV: 6.01

Last column: Löwdin charge in e.
Cartesian coordinates (Å):
C: 0.17161 -1.05099 -0.53521  -0.024
C: -0.77981 -1.19136 0.40417  -0.355
C: 2.84105 0.38785 -0.54099  -0.524
C: -0.75345 -2.04920 1.56635  -0.067
C: -1.63324 1.04870 -0.66125  -0.124
C: -1.91537 -0.11891 0.37302  -0.163
N: 2.21020 1.75187 -0.76684  0.058
I: 4.60732 0.43839 0.48607  1.013
H: 0.90383 -1.89113 -0.64381  0.086
H: 0.09223 -0.24329 -1.28950  0.032
H: -1.03530 -3.06432 1.27745  0.098
H: -1.46147 -1.77004 2.26527  0.051
H: 0.28853 -2.13010 2.05722  0.125
H: -2.55405 1.70530 -0.38424  0.112
H: -1.61444 0.89297 -1.77234  0.089
H: -0.75596 1.63015 -0.54049  0.007
H: -2.79640 -0.58712 0.01693  0.106
H: -2.00919 0.30845 1.33305  0.094
H: 1.21054 1.55746 -0.85102  0.097
H: 2.47824 1.94272 -1.72649  0.157
H: 2.50514 2.43260 -0.06735  0.130

Entry 11:
C6H13IN2O4P2 | ωB97M-V/def2-TZVPD

Output
Total charge: -2
E_tot, eV: -44278.7358
Strongest force on any atom, eV/A: 3.395
Orbital gap, eV: 3.12

Last column: Löwdin charge in e.
Cartesian coordinates (Å):
N: 3.24713 -1.04110 -0.62656  -0.290
P: 3.76329 0.42294 -0.80010  0.716
C: 2.46248 1.63633 -1.18982  -0.363
C: 1.30434 1.04704 -1.98522  -0.249
C: 0.00416 1.75281 -1.42942  -0.521
P: -1.27665 0.48220 -0.88120  0.473
O: -0.77296 -0.44513 0.24175  -0.442
I: -1.47666 -0.87564 -3.00201  0.197
N: 0.54877 2.62267 -0.40765  0.063
C: 1.74766 2.15349 0.06479  -0.509
O: 2.14798 2.17847 1.20320  0.066
H: 3.69233 -1.66564 -1.28293  -0.052
H: 4.28896 0.88052 0.42017  0.000
H: 4.74073 0.51308 -1.81298  -0.014
H: 2.85021 2.48545 -1.74572  0.114
H: 1.38480 1.02112 -3.06212  0.089
H: 1.22857 -0.00204 -1.70989  0.039
H: -0.48915 2.22229 -2.27512  0.071
H: -1.71642 -0.57477 0.88925  -0.007
H: -0.11790 2.77719 0.34124  0.136
O: -3.95293 -3.74979 3.21971  -0.448
C: -3.57774 -2.44652 3.11209  -0.582
C: -3.31370 -1.96762 1.64838  -0.426
O: -2.92580 -0.62910 1.54159  -0.348
H: -2.63711 -2.17038 3.67033  0.065
H: -4.32066 -1.69925 3.51934  0.061
H: -4.24890 -2.22309 1.09803  0.078
H: -2.58483 -2.70552 1.24085  0.085